Entry from OMol25: C26H30CuF3N7OPS2 as an isolated structure in a non-equilibrium geometry (the ωB97M-V functional and the def2-TZVPD basis).

highest occupied orbital energy (alpha / beta): -4.8 / -4.7 eV
charge: -1
2S+1: 2
orbital gap (alpha / beta): 7.39 / 5.67 eV

XYZ file:
```
71
C26H30CuF3N7OPS2, DFT the ωB97M-V functional and the def2-TZVPD basis
Cu -13.02747 -2.49107 11.95034
C -16.20781 -4.01125 14.60838
C -14.86397 -3.67593 14.04421
N -14.75243 -3.02761 12.95987
N -15.87807 -2.81081 12.15289
C -16.05718 -1.55139 11.85325
S -15.29006 -0.23930 12.61876
S -17.11789 -0.99314 10.58216
C -16.87176 -2.15800 9.17800
C -17.59537 -3.50423 9.31226
C -17.47888 -4.41166 8.30146
C -18.08952 -5.65816 8.29673
C -18.81101 -6.06480 9.41682
C -18.93908 -5.17411 10.48647
C -18.36997 -3.90098 10.42842
C -13.59395 -4.07442 14.73879
C -13.72778 -4.89738 15.84757
C -12.68211 -5.19430 16.68032
C -11.43418 -4.64247 16.38499
C -11.28808 -3.76721 15.36260
C -12.33736 -3.44564 14.48320
O -12.04177 -2.60617 13.57425
H -17.03654 -3.43556 14.17863
H -16.26804 -3.82629 15.73520
H -16.43881 -5.08006 14.45878
H -15.79243 -2.33856 8.92226
H -17.27408 -1.68980 8.33983
H -16.87479 -4.07959 7.47146
H -17.93287 -6.38662 7.48860
H -19.28418 -7.00268 9.47898
H -19.60240 -5.54575 11.28742
H -18.44776 -3.29340 11.37277
H -14.74992 -5.32540 15.99731
H -12.72241 -5.93091 17.49525
H -10.57346 -4.81211 17.00584
H -10.24588 -3.37840 15.15205
N -14.01857 -4.92841 8.87626
C -14.50993 -5.73330 9.88129
C -14.00274 -5.28556 11.05963
N -13.12777 -4.20992 10.75750
C -13.23309 -4.02162 9.46866
H -14.30212 -4.89256 7.89284
H -15.34034 -6.43174 9.70542
H -14.11802 -5.68422 12.04921
H -12.73382 -3.23827 8.95291
F -14.92039 -1.06239 6.59221
C -13.79642 -1.45640 7.23358
F -13.61731 -2.75981 6.71190
F -12.78023 -0.66726 6.43037
C -11.07524 1.06117 8.53128
N -10.18881 0.08346 9.15505
C -9.60147 0.66437 10.32554
N -10.54652 1.22440 11.33535
C -11.36939 2.19881 10.63770
N -12.02547 1.57676 9.48558
C -12.99559 0.61459 9.95145
P -12.20731 -0.84588 10.69440
C -10.90148 -1.15544 9.41114
C -11.28461 0.14432 11.93329
H -11.57413 0.49160 7.82013
H -10.53212 1.94800 8.08698
H -8.97170 1.51368 10.02823
H -8.95968 -0.08711 10.78522
H -10.72703 3.05509 10.33262
H -12.10152 2.53620 11.32003
H -13.65391 0.26997 9.15263
H -13.63720 1.05964 10.69791
H -11.39043 -1.48299 8.50589
H -10.16026 -1.90755 9.70909
H -10.59904 -0.46960 12.50689
H -12.09090 0.57123 12.55671
```

Let us look at the Löwdin charges, expressed in e, one per atom: atom 1 (Cu): 0.422, atom 2 (C): -0.031, atom 3 (C): -0.272, atom 4 (N): -0.068, atom 5 (N): -0.050, atom 6 (C): -1.211, atom 7 (S): 0.476, atom 8 (S): 0.849, atom 9 (C): -0.390, atom 10 (C): -0.272, atom 11 (C): -0.097, atom 12 (C): -0.101, atom 13 (C): -0.116, atom 14 (C): -0.095, atom 15 (C): -0.058, atom 16 (C): -0.098, atom 17 (C): -0.082, atom 18 (C): -0.121, atom 19 (C): -0.123, atom 20 (C): -0.040, atom 21 (C): -0.371, atom 22 (O): -0.139, atom 23 (H): 0.073, atom 24 (H): 0.106, atom 25 (H): 0.089, atom 26 (H): 0.075, atom 27 (H): 0.048, atom 28 (H): 0.111, atom 29 (H): 0.102, atom 30 (H): 0.075, atom 31 (H): 0.103, atom 32 (H): 0.098, atom 33 (H): 0.108, atom 34 (H): 0.095, atom 35 (H): 0.092, atom 36 (H): 0.133, atom 37 (N): 0.096, atom 38 (C): -0.096, atom 39 (C): -0.099, atom 40 (N): 0.003, atom 41 (C): -0.209, atom 42 (H): 0.156, atom 43 (H): 0.118, atom 44 (H): 0.102, atom 45 (H): 0.077, atom 46 (F): -0.043, atom 47 (C): -0.384, atom 48 (F): -0.112, atom 49 (F): -0.180, atom 50 (C): -0.175, atom 51 (N): -0.160, atom 52 (C): -0.201, atom 53 (N): -0.155, atom 54 (C): -0.183, atom 55 (N): -0.136, atom 56 (C): -0.312, atom 57 (P): 0.998, atom 58 (C): -0.281, atom 59 (C): -0.319, atom 60 (H): 0.075, atom 61 (H): 0.148, atom 62 (H): 0.122, atom 63 (H): 0.122, atom 64 (H): 0.133, atom 65 (H): 0.109, atom 66 (H): 0.072, atom 67 (H): 0.049, atom 68 (H): 0.060, atom 69 (H): 0.101, atom 70 (H): 0.089, atom 71 (H): 0.096

---

Entry from OMol25: C26H30IN2O2S3SbTi as an isolated structure in a non-equilibrium geometry (the ωB97M-V functional and the def2-TZVPD basis).

highest occupied orbital energy (alpha / beta): -3.4 / -3.4 eV
energy above the lowest of the compared OMol25 structures with the same formula, charge and spin: 379.7 kJ/mol
charge: -1
2S+1: 2
orbital gap (alpha / beta): 4.29 / 4.38 eV

XYZ file:
```
66
C26H30IN2O2S3SbTi, DFT the ωB97M-V functional and the def2-TZVPD basis
Ti -1.31611 0.82667 -0.48729
C 1.47386 4.03630 1.59542
C 1.56782 2.57179 1.27509
C 2.29583 2.10341 0.17839
C 2.96310 3.06282 -0.77019
C 2.46739 0.72270 -0.00979
C 3.47608 0.27843 -1.03985
C 1.74002 -0.18979 0.76396
C 1.93644 -1.68539 0.65302
C 0.90585 0.29187 1.78930
C 0.08988 -0.65754 2.63636
C 0.92443 1.65428 2.11743
C 0.37253 2.13913 3.43071
H 2.17474 4.30369 2.38830
H 0.46970 4.29335 1.92901
H 1.68779 4.66501 0.73826
H 3.95885 3.33357 -0.41327
H 2.37310 3.96890 -0.87787
H 3.04857 2.62648 -1.76186
H 3.02755 0.25745 -2.03512
H 3.87681 -0.70789 -0.82118
H 4.31669 0.96796 -1.05612
H 2.32720 -2.07499 1.59475
H 2.63198 -1.96190 -0.13186
H 0.99293 -2.19091 0.44753
H 0.54795 -0.79716 3.61703
H -0.01525 -1.63475 2.17516
H -0.91680 -0.25816 2.78353
H -0.30918 2.97456 3.29075
H 1.20511 2.48554 4.04745
H -0.15852 1.36244 3.97044
C -4.64098 -0.25833 1.98287
C -3.69795 -1.34189 1.55410
N -3.78649 -2.50971 2.18241
C -2.99241 -3.49527 1.78394
C -2.04977 -3.39575 0.78051
C -1.29607 -4.63086 0.37388
O -2.04426 -5.42072 -0.54454
C -1.89364 -2.15071 0.09662
C -0.97984 -1.95342 -0.95880
N -0.73662 -0.73987 -1.49116
C -0.01377 -0.58285 -2.65304
C 1.18526 -1.24716 -2.95152
C 1.89676 -0.94771 -4.09748
C 1.42793 -0.00400 -4.99857
C 0.19697 0.60141 -4.77702
C -0.50157 0.30326 -3.63113
I -2.54268 0.96336 -3.38330
C -2.79584 -1.10064 0.50361
O -2.85763 0.04211 -0.14662
H -5.28845 -0.63454 2.77034
H -5.24308 0.06772 1.13373
H -4.08766 0.60907 2.34728
H -3.13158 -4.43370 2.30814
H -1.11934 -5.26648 1.24650
H -0.31719 -4.38502 -0.06626
H -2.59827 -4.82277 -1.05869
H -0.51152 -2.81224 -1.44050
H 1.56862 -1.97487 -2.24971
H 2.84133 -1.44294 -4.27643
H 2.00132 0.24240 -5.88039
H -0.20414 1.30283 -5.49410
S -1.51884 5.86455 -0.08280
Sb -2.17137 3.74279 -0.67900
S -2.05473 2.40467 1.30788
S -0.17883 2.63938 -1.52825
```

Let us look at the Löwdin charges, expressed in e, one per atom: atom 1 (Ti): 0.355, atom 2 (C): -0.044, atom 3 (C): -0.227, atom 4 (C): -0.265, atom 5 (C): -0.088, atom 6 (C): -0.195, atom 7 (C): -0.044, atom 8 (C): -0.194, atom 9 (C): -0.041, atom 10 (C): -0.221, atom 11 (C): -0.046, atom 12 (C): -0.254, atom 13 (C): -0.085, atom 14 (H): 0.088, atom 15 (H): 0.050, atom 16 (H): 0.058, atom 17 (H): 0.091, atom 18 (H): 0.053, atom 19 (H): 0.066, atom 20 (H): 0.063, atom 21 (H): 0.066, atom 22 (H): 0.076, atom 23 (H): 0.093, atom 24 (H): 0.053, atom 25 (H): 0.046, atom 26 (H): 0.091, atom 27 (H): 0.055, atom 28 (H): 0.072, atom 29 (H): 0.032, atom 30 (H): 0.090, atom 31 (H): 0.062, atom 32 (C): -0.019, atom 33 (C): -0.248, atom 34 (N): 0.121, atom 35 (C): -0.107, atom 36 (C): -0.157, atom 37 (C): -0.223, atom 38 (O): -0.054, atom 39 (C): -0.094, atom 40 (C): -0.054, atom 41 (N): -0.107, atom 42 (C): -0.360, atom 43 (C): -0.032, atom 44 (C): -0.096, atom 45 (C): -0.078, atom 46 (C): -0.137, atom 47 (C): -0.593, atom 48 (I): 0.996, atom 49 (C): -0.265, atom 50 (O): -0.296, atom 51 (H): 0.075, atom 52 (H): 0.090, atom 53 (H): 0.043, atom 54 (H): 0.116, atom 55 (H): 0.121, atom 56 (H): 0.106, atom 57 (H): 0.087, atom 58 (H): 0.133, atom 59 (H): 0.107, atom 60 (H): 0.107, atom 61 (H): 0.102, atom 62 (H): 0.101, atom 63 (S): -0.404, atom 64 (Sb): 0.131, atom 65 (S): 0.012, atom 66 (S): 0.019

---

Entry from OMol25: C26H30LaN2P2 as an isolated structure in a non-equilibrium geometry (the ωB97M-V functional and the def2-TZVPD basis).

highest occupied orbital energy: -9.1 eV
energy above the lowest of the compared OMol25 structures with the same formula, charge and spin: 0.0 kJ/mol
charge: +1
2S+1: 1
orbital gap: 5.33 eV

XYZ file:
```
61
C26H30LaN2P2, DFT the ωB97M-V functional and the def2-TZVPD basis
C -1.66606 2.92408 -3.57854
C -1.40199 1.70292 -2.97122
C -0.03563 1.30819 -2.87468
C 0.99700 2.24232 -3.10425
C 0.70054 3.44048 -3.75672
C -0.63028 3.77116 -4.00024
C 2.32849 1.86615 -2.52794
C 2.61670 0.42963 -2.84341
C 1.54311 -0.45557 -2.62005
C 1.76481 -1.85644 -2.49387
C 3.02581 -2.33030 -2.83818
C 4.04883 -1.46074 -3.25162
C 3.85131 -0.08145 -3.24532
H -2.70647 3.22836 -3.70095
H 1.51795 4.09561 -4.06828
H -0.87797 4.70271 -4.50658
H 3.11903 2.51772 -2.89925
H 3.21867 -3.40128 -2.76239
H 5.00459 -1.87226 -3.57366
H 4.63787 0.60954 -3.55806
N 0.26060 0.03061 -2.43320
La 0.70700 0.79645 0.12160
C -2.45677 0.85372 -2.31016
H -2.42537 -0.19177 -2.65848
H -3.46337 1.26505 -2.47213
C 0.66410 -2.71206 -1.92318
H -0.26260 -2.63374 -2.51730
H 0.96592 -3.76744 -1.86426
P -2.16163 0.77412 -0.45407
P 0.22160 -2.14290 -0.18927
C 1.42206 -3.13882 0.76621
H 1.13443 -3.07464 1.82569
H 1.38524 -4.18691 0.43556
H 2.43166 -2.72944 0.63035
C -1.30034 -3.11844 -0.00369
H -1.06139 -4.18881 -0.07155
H -1.72400 -2.89749 0.98458
H -2.02174 -2.84846 -0.78813
C -2.68077 2.46783 0.03489
H -3.67732 2.69791 -0.36936
H -2.71532 2.50519 1.13402
H -1.96155 3.22016 -0.32084
C -3.62359 -0.20191 0.01304
H -3.61326 -0.31867 1.10461
H -4.54633 0.31228 -0.29338
H -3.57700 -1.19460 -0.45468
H 2.27742 1.97204 -1.34285
H 2.35373 -0.08683 0.48538
N 0.04062 0.53086 2.37387
C -0.09640 0.35571 3.53471
C -0.13581 0.16491 4.93201
C -1.35046 0.22597 5.65018
C -1.34270 0.13426 7.04283
C -0.14027 -0.03596 7.73734
C 1.05912 -0.15193 7.02748
C 1.06548 -0.06700 5.63570
H -2.28964 0.35022 5.10767
H -2.28161 0.20383 7.59407
H -0.13640 -0.08028 8.82941
H 1.99938 -0.30198 7.55949
H 2.00096 -0.17190 5.08107
```

Let us look at the Löwdin charges, expressed in e, one per atom: atom 1 (C): -0.051, atom 2 (C): -0.246, atom 3 (C): -0.293, atom 4 (C): -0.187, atom 5 (C): -0.033, atom 6 (C): -0.083, atom 7 (C): -0.117, atom 8 (C): -0.192, atom 9 (C): -0.299, atom 10 (C): -0.239, atom 11 (C): -0.040, atom 12 (C): -0.075, atom 13 (C): -0.029, atom 14 (H): 0.115, atom 15 (H): 0.118, atom 16 (H): 0.104, atom 17 (H): 0.128, atom 18 (H): 0.114, atom 19 (H): 0.104, atom 20 (H): 0.117, atom 21 (N): -0.064, atom 22 (La): 1.439, atom 23 (C): -0.279, atom 24 (H): 0.092, atom 25 (H): 0.095, atom 26 (C): -0.278, atom 27 (H): 0.092, atom 28 (H): 0.093, atom 29 (P): 0.739, atom 30 (P): 0.755, atom 31 (C): -0.288, atom 32 (H): 0.039, atom 33 (H): 0.049, atom 34 (H): 0.035, atom 35 (C): -0.283, atom 36 (H): 0.057, atom 37 (H): 0.041, atom 38 (H): 0.035, atom 39 (C): -0.276, atom 40 (H): 0.057, atom 41 (H): 0.039, atom 42 (H): 0.043, atom 43 (C): -0.277, atom 44 (H): 0.042, atom 45 (H): 0.057, atom 46 (H): 0.032, atom 47 (H): 0.060, atom 48 (H): -0.205, atom 49 (N): -0.033, atom 50 (C): -0.067, atom 51 (C): -0.220, atom 52 (C): -0.010, atom 53 (C): -0.050, atom 54 (C): -0.037, atom 55 (C): -0.048, atom 56 (C): -0.006, atom 57 (H): 0.124, atom 58 (H): 0.119, atom 59 (H): 0.122, atom 60 (H): 0.120, atom 61 (H): 0.130